78
Properties=species:S:1:pos:R:3 method="wB97M-V/def2-TZVPD" total_charge=0 e_tot_ha=-1872.0794 homo_lumo_gap_ev=7.5
C 2.312 0.120 0.850
C 2.251 -0.606 -0.378
C 1.928 0.300 -1.430
H 2.537 -1.641 -0.509
C 1.820 1.609 -0.858
C 2.076 1.501 0.549
H 1.546 2.522 -1.391
C -1.430 -1.692 1.252
C -0.253 -2.283 0.725
C -0.341 -2.279 -0.680
H 0.549 -2.761 1.310
C -1.543 -1.634 -1.075
C -2.239 -1.297 0.136
H 1.944 0.057 -2.486
H 1.981 2.304 1.286
H 2.557 -0.298 1.818
H -3.152 -0.710 0.188
H 0.357 -2.758 -1.367
H -1.665 -1.507 2.311
La -0.319 0.539 0.307
C -2.025 -1.363 -2.469
C -3.536 -1.602 -2.481
C -1.301 -2.277 -3.468
H -3.749 -2.623 -2.139
H -3.914 -1.462 -3.493
H -4.046 -0.895 -1.819
H -1.474 -3.331 -3.220
H -0.219 -2.099 -3.497
H -1.699 -2.084 -4.466
C -1.666 0.118 -2.790
C -2.186 0.633 -4.133
H -0.566 0.206 -2.808
H -2.066 0.811 -2.011
O -3.097 0.119 -4.763
N -1.569 1.753 -4.624
C -0.416 2.454 -4.089
H -1.968 2.111 -5.480
C 0.901 1.865 -4.552
C 2.081 2.499 -4.170
H 2.006 3.398 -3.556
C 3.317 1.994 -4.561
H 4.227 2.500 -4.243
C 3.380 0.848 -5.359
H 4.345 0.458 -5.679
C 2.204 0.211 -5.754
H 2.226 -0.679 -6.380
C 0.961 0.721 -5.354
H 0.039 0.241 -5.680
H -0.471 2.454 -2.989
H -0.482 3.514 -4.379
C 0.970 4.015 3.085
Si -0.580 2.963 2.836
C -1.663 3.405 4.315
C -1.415 3.559 1.241
C -0.419 1.089 2.688
Si 0.374 0.168 4.117
C -0.798 0.158 5.601
C 0.759 -1.670 3.882
C 2.023 0.916 4.650
H 0.625 5.059 3.201
H 1.661 3.995 2.230
H 1.541 3.759 3.990
H -1.884 4.487 4.282
H -2.620 2.858 4.287
H -1.179 3.186 5.283
H -0.823 3.476 0.302
H -2.417 3.110 1.099
H -1.585 4.641 1.378
H -1.483 0.724 2.677
H -1.759 -0.326 5.353
H -0.331 -0.431 6.411
H -1.021 1.162 5.995
H 1.502 -1.888 3.103
H 1.178 -2.036 4.838
H -0.131 -2.281 3.674
H 2.770 0.932 3.840
H 1.928 1.939 5.047
H 2.426 0.278 5.459